Record 1
ORCA calculation (the ωB97M-V functional and the def2-TZVPD basis) on C18H26N4O2Yb as an isolated structure at a distorted geometry.

Values from the calculation:
- highest occupied orbital energy (eV) = -11.9906
- frontier orbital gap (eV) = 2.33
- M (g/mol) = 503.47
- E_tot (a.u.) = -2228.934298

Geometry as ORCA input:
```
! wB97M-V def2-TZVPD RIJCOSX def2/J DEFGRID3
* xyz 2 1
C -0.2367 1.1891 -0.5981
H -5.1263 -0.9931 -0.9664
H -1.2864 -0.3070 0.5402
C 2.0753 -1.6864 -1.9636
H 2.8590 -0.3276 2.7727
H 1.3535 4.5098 -0.9062
C 3.9426 -0.4012 2.6590
O -1.9666 -0.2822 -1.4715
H 1.3393 -3.6994 -1.6588
C -4.2265 0.8384 2.1250
H 3.0363 -1.2801 -2.2808
H 1.4458 -1.6712 -2.8551
H -0.2760 -1.9210 -1.5643
H -3.6617 0.5235 -2.1484
C 3.3863 -0.0146 0.1754
H 4.2402 -1.2878 3.2230
C 0.8975 3.5324 -0.7797
H 3.0536 -3.5995 -2.2152
C 0.0742 1.8243 0.5770
C -2.9669 0.6027 -1.2579
O -0.0427 -2.1897 0.4214
H -0.1620 1.3890 1.5393
C -5.6806 -0.6912 1.0623
H 0.8051 3.2490 -2.8781
H -2.5538 1.6578 -1.2424
H 2.5709 -3.2434 -0.5143
C -0.9373 -0.1693 -0.4851
C -5.3240 0.0058 2.1974
C 0.0826 -1.3370 -0.7142
C -3.8280 0.3892 -0.0349
H -3.9450 1.3577 3.0387
H 0.9514 3.6406 1.3676
C 2.2940 -3.1696 -1.5664
H 3.2028 1.0419 0.4332
C 4.4155 -0.5413 1.1923
N 2.1911 -0.8588 0.2775
H 4.5477 -1.6035 0.9767
H 1.6432 -0.4724 1.0369
Yb -3.6911 2.9750 -2.0663
H 4.4584 0.4351 3.1332
N -3.4778 1.0742 1.0631
N 1.4316 -0.8589 -0.9342
H 3.8550 -0.0453 -0.8066
H 5.3622 -0.0117 1.0785
H -6.5124 -1.3804 1.0474
C -4.8871 -0.4718 -0.0412
N -0.0062 1.6197 -1.8306
C 0.5752 2.8170 -1.9098
C 0.6809 3.0706 0.4900
H -5.8669 -0.1210 3.1229
H -0.1094 -3.1063 0.1396
*
```

***

Record 2
ORCA calculation (the ωB97M-V functional and the def2-TZVPD basis) on a 7-piece molecular cluster, C25H33F18NO14 overall at a distorted geometry.

Values from the calculation:
- structure (SMILES) = CCOC(=O)C(F)(F)F.CCOC(=O)C(F)(F)F.CCOC(=O)C(F)(F)F.CCOC(=O)C(F)(F)F.CCOC(=O)C(F)(F)F.CCOC(=O)C(F)(F)F.C[N+](=O)[O-]
- highest occupied orbital energy (eV) = -10.8293
- frontier orbital gap (eV) = 11.20
- M (g/mol) = 913.50
- E_tot (a.u.) = -3878.096115

Geometry as ORCA input:
```
! wB97M-V def2-TZVPD RIJCOSX def2/J DEFGRID3
* xyz 0 1
O -3.5534 -3.4117 4.3309
O 4.8558 2.6632 -1.1127
H 3.1169 -3.7930 -1.3533
O 1.7527 -4.6637 -0.0788
H -1.7709 1.1274 0.1354
C 4.9342 2.5380 0.2025
H 0.2752 -0.2086 5.3841
O 3.5654 -5.9714 -0.2036
H -6.4943 1.1164 -2.4046
F -1.5260 4.0264 1.8720
C 1.1902 1.7033 4.8468
F 3.0762 0.7974 -3.5205
F -5.6447 -2.4674 -0.4275
C 3.0881 -2.7538 0.5250
H 0.5826 5.7319 -7.3393
C -2.9525 -4.2695 5.3139
H -4.4608 -5.8886 5.0377
C 1.8946 4.1263 -6.5475
F 1.8698 -7.1156 1.9540
F -2.7024 -1.2225 1.8172
H -5.4100 1.8905 -0.0534
H 3.7839 -3.3737 1.0890
O -1.8210 -1.9960 4.2786
C 0.6048 4.6515 -7.2025
H -2.4602 -0.4518 -0.2310
H -5.5384 3.1192 -1.2928
H -4.0050 2.3887 -1.1887
O -0.0788 2.2689 4.4585
C 1.5768 -6.9317 0.6575
H 1.9982 2.0842 4.2300
H -2.0366 -4.8044 5.0701
C -1.7952 0.3176 -0.5901
H -0.3108 4.4403 -6.6478
H 1.3689 1.9713 5.8873
H 5.7923 5.0108 -3.3111
H 1.5705 -2.8821 -0.9878
H 2.0600 -0.2240 5.0883
H -4.9652 1.1471 -3.0231
H 2.4783 3.6747 -7.3411
C -2.8590 -2.4165 3.8477
O 0.6339 2.5237 2.3376
F 3.2303 2.7173 1.8090
H 3.6007 -1.8328 0.2447
F 1.5543 2.2141 -3.0475
F -4.8847 -3.5167 -2.1630
C 2.0336 1.4422 -4.0111
O -0.2685 -1.3984 -0.5461
C -4.6890 -1.1524 -2.1946
F 2.6868 1.8193 -0.1067
C -4.0245 -5.2208 5.7823
H 6.7325 3.6887 -1.1641
C -0.2107 2.5767 3.1881
H 6.2495 2.5731 -2.4936
C 2.3876 -3.4815 -0.6065
F -3.5142 -2.6183 -0.7554
F 1.8889 -8.0390 -0.0039
H 0.8269 -0.0962 3.7609
H -4.8622 -4.6647 6.2119
C 3.6427 1.9247 0.8198
H 4.9221 5.2206 -1.7028
H 2.3217 -2.4034 1.2242
C -5.0614 2.1685 -1.0430
F 0.2676 -6.7291 0.5562
N -0.4096 -0.1960 -0.7005
F -4.1969 -0.6094 3.1967
F 3.9122 0.6976 1.3077
C 2.4306 -5.7691 0.1099
C -1.6217 3.1314 2.8527
C 1.0968 0.1792 4.7836
H -3.7229 -5.8870 6.5933
C -4.6990 -2.4655 -1.3691
O 0.4188 0.5651 -1.1409
F -2.1774 3.7352 3.8981
O -4.1756 -1.0727 -3.2653
O -5.2763 -0.2117 -1.4833
O 5.7783 2.9820 0.9095
O 3.2906 1.8716 -6.0262
F -4.4338 -2.4759 2.1026
H 4.3509 4.1955 -2.9962
C 2.4297 2.2187 -5.2784
H -2.7329 -3.5880 6.1403
C 5.9235 3.3506 -1.8059
O 1.5562 3.2026 -5.5061
H 2.4244 4.9556 -6.0831
H 0.4908 4.1681 -8.1720
C -5.4589 1.1038 -2.0474
C -3.5667 -1.6799 2.7115
H -2.0720 0.6695 -1.5803
C 5.2562 4.5438 -2.4867
F 1.0773 0.5824 -4.3542
F -2.4069 2.1373 2.4239
*
```

***

Among the records above, which one has the highest M? C25H33F18NO14